{"formula": "C28H26BF6KN10O2Sb2Se4", "method": "ωB97M-V with the def2-TZVPD basis set", "homo_lumo_gap_ev": 5.381, "e_lumo_ev": 3.65, "total_charge": -2, "e_above_lowest_ev": 0.875, "elements": ["K", "O", "C", "C", "C", "C", "C", "C", "C", "N", "C", "C", "N", "C", "C", "C", "C", "C", "C", "C", "O", "H", "H", "H", "H", "H", "H", "H", "H", "H", "H", "H", "H", "H", "H", "C", "C", "N", "N", "C", "B", "N", "C", "C", "C", "N", "N", "C", "C", "C", "N", "N", "C", "C", "C", "N", "H", "H", "H", "H", "H", "H", "H", "H", "H", "H", "H", "H", "F", "Sb", "F", "F", "F", "F", "F", "Se", "Sb", "Se", "Se", "Se"], "xyz": [[-0.056, -0.455, 0.425], [1.304, -0.968, -1.547], [2.151, 0.008, -2.165], [1.971, 0.249, -3.506], [2.782, 1.172, -4.139], [3.786, 1.810, -3.424], [3.950, 1.538, -2.077], [3.114, 0.654, -1.397], [3.257, 0.634, 0.102], [2.253, 0.711, 0.850], [2.404, 0.934, 2.297], [1.070, 0.713, 3.027], [-0.004, 1.435, 2.347], [-0.497, 2.458, 2.898], [-1.566, 3.290, 2.309], [-2.146, 4.238, 3.150], [-3.205, 5.027, 2.731], [-3.683, 4.868, 1.436], [-3.110, 3.951, 0.571], [-2.049, 3.165, 0.997], [-1.559, 2.262, 0.095], [1.169, -0.254, -4.028], [2.596, 1.429, -5.173], [4.395, 2.567, -3.900], [4.695, 2.076, -1.501], [4.287, 0.671, 0.479], [2.687, 1.981, 2.436], [3.180, 0.298, 2.730], [1.190, 1.014, 4.075], [0.824, -0.354, 3.014], [-0.151, 2.779, 3.891], [-1.755, 4.343, 4.158], [-3.634, 5.766, 3.396], [-4.485, 5.500, 1.072], [-3.422, 3.862, -0.464], [2.988, -3.952, -2.332], [3.011, -2.625, -1.962], [1.742, -2.231, -1.886], [0.864, -3.234, -2.172], [1.651, -4.293, -2.426], [-0.794, -3.175, -2.095], [-1.255, -3.637, -0.711], [-2.007, -4.726, -0.414], [-2.246, -4.715, 0.937], [-1.586, -3.552, 1.391], [-0.999, -2.905, 0.404], [-1.269, -1.792, -2.484], [-1.204, -1.242, -3.729], [-1.715, 0.025, -3.668], [-2.080, 0.182, -2.309], [-1.817, -0.905, -1.602], [-1.368, -4.177, -3.135], [-2.571, -4.015, -3.733], [-2.897, -5.193, -4.360], [-1.814, -6.044, -4.068], [-0.903, -5.442, -3.321], [3.837, -4.601, -2.453], [3.806, -1.939, -1.727], [1.172, -5.229, -2.653], [-2.298, -5.425, -1.182], [-2.797, -5.442, 1.511], [-1.496, -3.177, 2.401], [-0.800, -1.806, -4.557], [-1.794, 0.774, -4.440], [-2.504, 1.057, -1.836], [-3.099, -3.077, -3.659], [-3.780, -5.400, -4.941], [-1.652, -7.070, -4.370], [1.471, -1.887, 1.229], [2.678, -3.186, 1.979], [3.047, -2.013, 3.407], [1.278, -3.922, 2.999], [3.913, -4.448, 2.623], [2.255, -4.312, 0.532], [4.053, -2.355, 0.966], [-0.640, 6.466, -0.824], [-0.533, 4.554, -2.303], [-2.608, 3.750, -3.294], [1.446, 4.449, -3.710], [0.142, 2.591, -0.612]], "forces_ev_per_angstrom": [[-1.91, 1.25, 0.00], [0.77, -0.36, -0.77], [-0.18, -0.13, 0.47], [0.01, -0.03, -0.17], [0.04, 0.06, -0.03], [-0.02, -0.03, -0.03], [0.06, 0.07, 0.06], [0.08, 0.05, 0.38], [-0.06, -0.03, -0.40], [0.21, 0.07, 0.47], [-0.13, -0.04, -0.40], [-0.05, 0.12, -0.26], [0.36, -0.29, 0.33], [-0.23, 0.16, -0.28], [0.29, -0.25, 0.29], [-0.15, 0.10, 0.01], [0.12, -0.11, -0.01], [-0.07, 0.06, -0.10], [-0.07, 0.18, 0.14], [0.18, -0.28, -0.31], [0.11, 0.04, 0.33], [0.00, 0.01, 0.02], [0.03, 0.00, 0.03], [-0.01, -0.03, 0.01], [0.00, 0.01, -0.05], [0.06, 0.07, -0.02], [0.02, 0.04, -0.06], [0.00, -0.04, -0.01], [0.00, 0.06, 0.05], [0.09, 0.08, 0.07], [0.00, 0.07, 0.05], [-0.01, 0.00, -0.03], [-0.01, -0.01, -0.02], [0.01, -0.01, 0.02], [-0.01, 0.01, 0.03], [0.08, -0.17, 0.00], [-0.21, 0.04, 0.06], [-0.59, 0.10, 0.08], [0.50, 0.46, 0.08], [-0.29, -0.12, -0.02], [-0.12, -0.11, 0.04], [0.11, 0.36, -0.11], [0.11, 0.11, -0.06], [0.06, 0.11, 0.04], [0.04, -0.05, 0.11], [-0.30, -0.90, -0.31], [0.03, -0.07, 0.19], [0.09, -0.03, 0.03], [-0.03, 0.10, 0.17], [0.02, -0.08, -0.01], [-0.04, -0.09, -0.54], [0.28, -0.03, 0.11], [0.05, 0.01, 0.01], [0.05, -0.10, 0.02], [0.00, -0.07, -0.03], [-0.25, 0.32, -0.08], [-0.05, 0.02, 0.00], [0.00, -0.04, -0.02], [0.02, -0.01, -0.02], [0.00, 0.03, 0.07], [0.02, 0.05, -0.02], [-0.02, -0.04, -0.05], [-0.02, 0.02, 0.03], [0.00, -0.05, 0.05], [0.06, -0.02, -0.05], [0.02, -0.08, -0.02], [0.04, -0.01, 0.02], [-0.04, 0.05, 0.00], [1.36, -1.23, 0.87], [-0.39, 0.33, -0.30], [0.08, 0.15, 0.17], [-0.07, -0.06, 0.07], [0.15, -0.16, 0.14], [0.00, -0.15, -0.12], [0.07, 0.01, -0.10], [-0.10, 0.05, -0.01], [0.03, -0.08, 0.05], [0.01, 0.08, 0.00], [0.05, -0.06, 0.00], [-0.32, 0.52, -0.34]]}